Record 1
Computed, not measured: an isolated molecule of C4H9O2P at a distorted geometry, with wB97M-V/def2-TZVPD.

Values from the calculation:
2S+1 = 1
Lowest unoccupied orbital energy = 0.90 eV
HOMO-LUMO gap = 9.8 eV
Structure (SMILES) = CC1(P)OCCO1
HOMO = -8.903 eV
Max |F| = 0.0858 Eh/bohr
Energy = -17675.0603 eV

The geometry in XYZ format:
```
16
Properties=species:S:1:pos:R:3:forces:R:3
C 1.362 0.535 1.124 1.6 -1.2 -1.5
C 0.211 -0.329 1.569 -1.8 1.1 -0.8
C -0.224 0.138 -0.600 0.7 1.4 -0.5
C -0.326 -1.145 -1.445 -0.6 3.1 -3.1
O 1.178 0.464 -0.329 0.3 -0.4 0.9
O -0.882 0.102 0.614 1.5 -0.4 1.7
P -0.862 1.661 -1.572 -0.1 0.4 0.8
H 1.280 1.560 1.472 -0.5 0.2 0.0
H 2.462 0.237 1.413 -2.2 0.0 -0.7
H 0.186 -1.402 1.414 1.0 -0.1 0.5
H -0.097 0.028 2.527 -0.5 -0.5 0.8
H -1.242 -1.203 -2.178 1.5 0.0 1.9
H -0.059 -2.014 -0.973 -0.1 -2.2 1.6
H 0.526 -0.987 -2.106 0.0 -0.1 -0.5
H -0.649 2.864 -0.605 -0.2 -2.1 -0.9
H -2.073 1.182 -1.027 -0.6 0.8 -0.3
```
Forces are in eV/Å.



Record 2
Computed, not measured: the ion C6H8N with charge +1 at a distorted geometry, with wB97M-V/def2-TZVPD.

Values from the calculation:
2S+1 = 1
Lowest unoccupied orbital energy = -4.84 eV
Net charge = +1
HOMO-LUMO gap = 8.9 eV
HOMO = -13.727 eV
Max |F| = 0.0820 Eh/bohr
Energy = -7830.7382 eV

The geometry in XYZ format:
```
15
Properties=species:S:1:pos:R:3:forces:R:3
C 0.744 -0.999 -0.086 -0.2 -2.6 -2.6
C 1.007 -0.846 1.159 0.5 0.4 -0.7
C -0.264 -0.124 -0.803 0.5 0.7 1.8
C -0.650 0.866 -0.016 0.5 -0.4 -1.6
C -0.419 -0.456 -2.253 -3.7 -0.1 1.0
C 1.134 -0.394 2.331 0.2 0.1 4.2
N -0.840 1.772 0.849 0.4 0.8 -1.9
H 1.055 -1.966 -0.667 -0.5 2.1 1.0
H -0.881 -1.440 -2.444 0.4 0.4 0.3
H -0.981 0.287 -2.791 -0.2 0.3 -0.1
H 0.545 -0.430 -2.554 3.1 -0.2 -1.5
H 1.930 0.183 2.815 0.1 0.1 -1.0
H 0.490 -0.746 3.159 -0.1 -0.1 -0.7
H -1.402 1.572 1.605 -1.9 -0.7 2.0
H -0.692 2.794 0.774 0.9 -0.8 -0.4
```
Forces are in eV/Å.



Record 3
Computed, not measured: an isolated molecule of C2H7NSi at a distorted geometry, with wB97M-V/def2-TZVPD.

Values from the calculation:
2S+1 = 1
Lowest unoccupied orbital energy = 1.03 eV
HOMO-LUMO gap = 10.3 eV
Structure (SMILES) = C/C=N/[SiH3]
HOMO = -9.314 eV
Max |F| = 0.0580 Eh/bohr
Energy = -11553.8483 eV

The geometry in XYZ format:
```
11
Properties=species:S:1:pos:R:3:forces:R:3
C 0.585 -0.071 0.408 2.6 -1.4 0.4
C 1.981 0.191 -0.127 1.1 0.3 -1.0
N -0.399 0.414 -0.158 -1.6 0.5 0.4
Si -2.104 0.006 -0.040 1.0 -1.7 -0.9
H 0.639 -0.814 1.234 -0.8 0.2 -0.1
H 2.210 -0.573 -1.008 -0.4 1.4 2.0
H 2.809 0.117 0.701 -1.5 0.2 -1.7
H 1.917 1.210 -0.643 0.6 -1.3 0.8
H -2.242 0.085 -1.489 -0.9 -0.3 -0.3
H -2.935 0.902 0.627 -0.8 1.6 0.8
H -2.582 -1.329 0.570 0.7 0.6 -0.4
```
Forces are in eV/Å.



Record 4
Computed, not measured: a structure of composition C35H45N2O4P4Ru at a distorted geometry, with wB97M-V/def2-TZVPD.

Values from the calculation:
2S+1 = 5
Lowest unoccupied orbital energy (spin up / spin down) = -9.43 / -11.95 eV
Net charge = +3
HOMO-LUMO gap (spin up / spin down) = 6.5 / 4.0 eV
⟨S²⟩ = 6.022
HOMO (spin up / spin down) = -15.936 / -15.935 eV
Max |F| = 0.0642 Eh/bohr
Energy = -87907.3243 eV

The geometry in XYZ format:
```
91
Properties=species:S:1:pos:R:3:forces:R:3
Ru -0.590 1.452 1.012 2.1 -1.3 -2.2
C 1.523 3.682 2.936 -0.3 -0.3 0.0
P 1.340 2.893 1.306 0.8 1.0 -0.3
C 2.998 2.227 0.952 -0.4 -0.4 0.0
C 1.151 4.343 0.176 -0.2 -0.2 0.0
C 0.305 4.000 -1.045 -0.1 -0.3 0.1
P -1.246 3.145 -0.542 0.7 1.3 -1.0
C -2.120 2.807 -2.094 0.0 -0.4 0.4
C -2.226 4.459 0.248 0.0 -0.3 0.1
H 2.369 4.369 2.891 0.0 0.0 0.0
H 1.707 2.940 3.712 0.1 0.0 0.0
H 0.623 4.246 3.185 0.0 0.0 0.0
H 3.709 3.052 0.901 -0.1 0.1 0.0
H 2.979 1.697 0.002 0.0 0.0 0.0
H 3.307 1.551 1.750 0.0 0.0 0.0
H 2.143 4.689 -0.133 -0.1 0.0 0.1
H 0.683 5.145 0.755 0.1 0.0 0.0
H 0.850 3.328 -1.713 -0.1 0.0 0.0
H 0.037 4.904 -1.599 0.0 -0.1 0.0
H -2.305 3.763 -2.588 0.0 0.0 0.1
H -3.071 2.321 -1.878 0.0 0.0 -0.1
H -1.513 2.173 -2.738 0.0 0.0 0.0
H -2.119 5.369 -0.341 0.0 0.0 0.0
H -1.893 4.650 1.269 0.0 0.1 0.0
H -3.274 4.167 0.266 0.0 0.1 0.0
C -1.128 1.237 5.240 0.0 -0.1 0.1
C -1.275 1.242 3.764 1.6 -0.7 0.2
N -0.340 0.836 2.952 -0.1 0.1 0.5
O 0.870 0.428 3.441 -0.6 0.2 0.5
C -2.466 1.687 3.064 -1.0 0.5 -1.0
C -3.675 2.272 3.695 -0.1 -0.2 -0.1
N -2.422 1.515 1.748 0.2 -1.1 3.1
O -3.329 1.776 0.942 -1.5 0.6 -1.2
H -0.284 0.618 5.538 -0.1 0.0 -0.1
H -2.034 0.886 5.732 -0.1 0.0 0.0
H -0.927 2.249 5.597 -0.1 0.1 0.0
H 1.144 -0.326 2.878 -0.3 0.0 -0.3
H -4.236 1.516 4.245 -0.1 -0.1 0.1
H -4.322 2.664 2.911 -0.1 0.1 0.1
H -3.421 3.064 4.395 0.1 0.0 0.1
O 0.230 -1.005 1.016 -0.8 1.7 0.9
P 0.831 -2.185 0.324 1.4 -2.0 -0.5
C 1.649 -1.634 -1.251 -0.9 0.6 0.4
P 0.534 -0.356 -1.966 0.5 -1.5 -1.6
O 0.489 0.855 -1.081 -0.6 1.6 1.7
C -1.054 -1.203 -2.097 0.4 0.5 -0.1
C -1.190 -2.302 -2.945 0.0 0.3 0.1
C -2.395 -2.975 -2.997 -0.1 0.0 0.0
C -3.451 -2.571 -2.192 0.1 0.2 0.0
C -3.317 -1.476 -1.348 -0.1 0.1 -0.1
C -2.117 -0.790 -1.300 0.1 0.2 -0.1
C 1.178 0.168 -3.585 -0.5 -0.4 0.9
C 0.383 0.179 -4.725 0.0 0.1 -0.1
C 0.873 0.772 -5.880 -0.1 0.0 0.0
C 2.132 1.354 -5.887 -0.1 0.0 -0.1
C 2.927 1.328 -4.751 0.0 -0.1 0.1
C 2.454 0.726 -3.599 0.0 0.1 0.0
C 2.192 -2.879 1.330 -1.0 0.5 -0.7
C 2.355 -4.230 1.598 0.1 0.0 0.1
C 3.396 -4.622 2.429 -0.1 -0.1 -0.1
C 4.244 -3.678 2.981 0.2 -0.1 0.1
C 4.080 -2.330 2.704 -0.1 0.2 -0.1
C 3.055 -1.930 1.866 0.1 -0.1 0.2
C -0.344 -3.501 -0.060 0.3 0.2 0.1
C -1.614 -3.482 0.509 0.2 0.1 -0.1
C -2.509 -4.497 0.215 0.1 -0.4 0.0
C -2.124 -5.545 -0.616 0.0 0.1 0.2
C -0.851 -5.572 -1.172 0.0 -0.1 0.1
C 0.043 -4.558 -0.890 0.0 0.3 0.1
H 1.784 -2.451 -1.955 0.0 -0.1 0.0
H 2.621 -1.194 -1.021 0.0 0.0 0.0
H -0.356 -2.617 -3.556 0.0 -0.1 -0.1
H -2.514 -3.808 -3.671 0.0 -0.1 0.0
H -4.383 -3.112 -2.224 -0.1 0.0 0.0
H -4.149 -1.160 -0.737 -0.1 0.0 0.1
H -1.986 0.065 -0.629 -0.2 -0.2 -0.2
H -0.605 -0.260 -4.722 -0.1 0.0 0.0
H 0.266 0.777 -6.774 0.0 0.0 0.0
H 2.501 1.823 -6.787 0.0 0.0 -0.1
H 3.913 1.766 -4.765 0.1 0.0 0.0
H 3.069 0.695 -2.711 0.1 0.0 0.1
H 1.690 -4.972 1.185 -0.1 0.0 0.0
H 3.539 -5.671 2.637 0.0 -0.1 0.1
H 5.052 -3.994 3.623 0.0 0.0 0.1
H 4.748 -1.597 3.126 0.1 0.0 0.1
H 2.919 -0.884 1.619 0.1 0.2 0.0
H -1.894 -2.671 1.167 0.0 0.0 0.0
H -3.499 -4.491 0.643 -0.1 0.0 0.1
H -2.805 -6.361 -0.803 -0.1 0.0 -0.1
H -0.553 -6.392 -1.806 0.0 -0.1 -0.1
H 1.042 -4.584 -1.301 0.1 -0.1 -0.1
```
Forces are in eV/Å.



> max |F| of number 4 (C35H45N2O4P4Ru)?

0.0642 Eh/bohr



> Among the records above, which one has the highest energy?

C6H8N



> What is the energy in the third record?

-11553.8483 eV